# 1
# C27H16F5N4O5Ti

A structure of composition C27H16F5N4O5Ti (ωB97M-V/def2-TZVPD, the OMol25 dataset).

```
! RIJCOSX wB97M-V def2-TZVPD def2/J DEFGRID3
* xyz 0 2
Ti -0.29 0.63 0.55
C 1.16 -1.59 4.18
C 0.98 -0.71 2.98
N -0.13 -0.54 2.38
N -1.28 -1.15 2.83
C -2.26 -0.75 2.06
O -2.09 0.09 1.07
C -3.63 -1.26 2.31
C -4.66 -0.85 1.47
C -5.95 -1.32 1.68
C -6.20 -2.19 2.73
C -5.17 -2.60 3.56
C -3.88 -2.14 3.36
C 2.09 0.06 2.41
C 3.37 0.05 2.93
C 4.35 0.81 2.33
C 4.02 1.58 1.23
C 2.72 1.56 0.77
N 1.77 0.82 1.33
H 0.29 -2.22 4.30
H 1.28 -0.98 5.08
H 2.05 -2.21 4.07
H -4.44 -0.17 0.66
H -6.75 -1.00 1.03
H -7.21 -2.56 2.89
H -5.37 -3.28 4.38
H -3.07 -2.45 4.00
H 3.60 -0.56 3.79
H 5.36 0.81 2.71
H 4.75 2.20 0.72
H 2.41 2.16 -0.08
O -0.67 4.49 -0.72
C -0.20 3.42 -0.99
O -0.11 2.43 -0.12
C 0.33 3.12 -2.37
C 0.04 4.03 -3.39
C 0.51 3.81 -4.68
C 1.28 2.69 -4.97
C 1.57 1.82 -3.93
C 1.11 2.01 -2.65
N 2.42 0.64 -4.21
O 2.70 0.41 -5.36
O 2.79 -0.01 -3.25
H -0.55 4.90 -3.15
H 0.27 4.51 -5.47
H 1.66 2.50 -5.96
H 1.35 1.27 -1.89
F -1.31 -0.03 -2.21
C -0.33 -0.95 -2.02
C 0.37 -0.92 -0.83
C 1.36 -1.88 -0.72
F 2.11 -1.97 0.40
C 1.65 -2.80 -1.71
F 2.62 -3.70 -1.56
C 0.92 -2.77 -2.89
F 1.18 -3.64 -3.86
C -0.09 -1.83 -3.05
F -0.79 -1.80 -4.18
*
```

Output
**HOMO-LUMO gap (alpha / beta)**: 7.28 / 7.72 eV
**Relative energy (zero: lowest compared OMol25 entry of this formula, charge and spin)**: 0.00 kJ/mol
**Max |F|**: 0.6 eV/A
**HOMO (alpha / beta)**: -8.4 / -9.0 eV

# 2
# C27H28CeN2O3P2S2

A structure of composition C27H28CeN2O3P2S2 in a non-equilibrium geometry (ωB97M-V/def2-TZVPD, the OMol25 dataset).

```
! RIJCOSX wB97M-V def2-TZVPD def2/J DEFGRID3
* xyz 1 2
C -1.53 3.42 -3.63
C -1.34 2.08 -3.35
C -0.05 1.50 -3.59
C 1.02 2.31 -4.11
C 0.77 3.69 -4.37
C -0.49 4.23 -4.12
C 2.26 1.69 -4.33
C 2.45 0.32 -4.07
C 1.32 -0.41 -3.55
C 1.46 -1.80 -3.25
C 2.66 -2.45 -3.48
C 3.76 -1.74 -3.99
C 3.67 -0.39 -4.27
H -2.52 3.88 -3.48
H 1.57 4.30 -4.77
H -0.67 5.29 -4.30
H 3.09 2.25 -4.75
H 2.74 -3.52 -3.27
H 4.70 -2.29 -4.14
H 4.52 0.15 -4.69
N 0.15 0.20 -3.32
Ce -0.04 0.47 0.87
C -2.43 1.23 -2.76
H -2.44 0.24 -3.23
H -3.40 1.73 -2.89
C 0.27 -2.52 -2.69
H -0.65 -2.18 -3.18
H 0.38 -3.60 -2.80
P -2.17 0.95 -0.96
P -0.02 -2.10 -0.89
C 1.28 -3.19 -0.20
H 1.21 -3.21 0.89
H 1.17 -4.20 -0.60
H 2.27 -2.80 -0.47
C -1.46 -3.23 -0.73
H -1.23 -4.20 -1.19
H -1.73 -3.38 0.32
H -2.32 -2.78 -1.24
C -2.49 2.66 -0.36
H -3.47 2.97 -0.72
H -2.45 2.72 0.74
H -1.72 3.34 -0.75
C -3.77 0.16 -0.55
H -3.80 -0.01 0.54
H -4.59 0.83 -0.87
H -3.86 -0.82 -1.04
C 2.27 -0.38 0.96
O 3.38 -0.69 1.06
H 0.90 1.06 -0.63
O -1.97 2.22 4.77
S -0.65 1.78 4.41
O 0.40 2.75 4.20
N -0.71 0.80 3.02
C -0.84 -0.54 3.33
S -1.32 -1.60 2.11
C -0.31 -0.81 4.66
C 0.37 -1.97 5.07
C 1.12 -1.93 6.24
C 1.16 -0.77 7.03
C 0.53 0.41 6.59
C -0.14 0.38 5.37
H 0.31 -2.83 4.40
H 1.67 -2.82 6.55
H 1.67 -0.78 7.99
H 0.51 1.32 7.18
*
```

Output
**HOMO-LUMO gap (alpha / beta)**: 6.18 / 6.19 eV
**Max |F|**: 5.9 eV/A
**HOMO (alpha / beta)**: -10.2 / -10.2 eV

# 3
# C4H8N2O

An isolated molecule of C4H8N2O (ωB97M-V/def2-TZVPD, the OMol25 dataset).

```
! RIJCOSX wB97M-V def2-TZVPD def2/J DEFGRID3
* xyz 0 1
N 1.82 -0.28 -1.16
C 1.23 -0.81 -0.05
O 1.14 -2.01 0.14
C 0.69 0.23 0.93
N -0.52 0.93 0.47
C -1.80 0.30 0.75
C -1.28 0.36 -0.64
H 2.06 -0.92 -1.91
H 1.72 0.70 -1.38
H 0.49 -0.29 1.87
H 1.47 0.98 1.11
H -1.77 -0.67 1.24
H -2.60 0.97 1.07
H -0.95 -0.57 -1.10
H -1.69 1.09 -1.33
*
```

Output
**HOMO-LUMO gap**: 10.11 eV
**Relative energy (zero: lowest compared OMol25 entry of this formula, charge and spin)**: 184.80 kJ/mol
**SMILES string**: NC(=O)CN1CC1
**Max |F|**: 0.5 eV/A
**HOMO**: -9.1 eV

# 4
# C25H41N5NaOS2Si2

A structure of composition C25H41N5NaOS2Si2 in a non-equilibrium geometry (ωB97M-V/def2-TZVPD, the OMol25 dataset).

```
! RIJCOSX wB97M-V def2-TZVPD def2/J DEFGRID3
* xyz -1 1
Na -0.16 -0.28 0.40
C -3.94 4.67 0.27
C -3.87 3.88 -1.04
N -3.79 2.46 -0.82
C -2.62 1.80 -0.56
S -2.70 0.13 -0.80
N -1.63 2.55 -0.14
N -0.46 1.94 0.11
C 0.52 2.68 0.55
C 0.36 4.16 0.78
C 1.80 2.07 0.79
C 2.95 2.86 0.96
C 4.17 2.25 1.18
C 4.22 0.86 1.25
C 3.04 0.16 1.08
N 1.87 0.73 0.85
H -4.06 5.73 0.06
H -3.03 4.52 0.83
H -4.78 4.33 0.87
H -2.97 4.21 -1.59
H -4.75 4.09 -1.65
H -4.51 1.86 -1.21
H -0.70 4.40 0.75
H 0.86 4.75 0.01
H 0.77 4.44 1.75
H 2.90 3.93 0.89
H 5.07 2.84 1.28
H 5.15 0.35 1.42
H 3.02 -0.92 1.13
N -0.71 0.92 4.03
C -0.26 0.43 3.09
H -1.17 1.31 4.83
C 1.22 -0.56 -3.86
S 1.10 0.27 -2.21
O 2.42 0.87 -2.00
C 0.08 1.63 -2.85
C -1.16 1.41 -3.42
C -1.90 2.47 -3.90
C -1.40 3.76 -3.80
C -0.17 3.99 -3.21
C 0.57 2.92 -2.74
H 1.53 0.15 -4.62
H 0.25 -0.99 -4.10
H 1.96 -1.35 -3.76
H -1.57 0.41 -3.46
H -2.86 2.30 -4.35
H -1.98 4.60 -4.17
H 0.21 5.00 -3.11
H 1.54 3.06 -2.27
C 0.93 -5.55 -0.51
Si 1.62 -3.95 0.29
C 3.10 -4.60 1.37
C 2.43 -3.01 -1.18
C 0.35 -2.87 1.06
Si -0.95 -3.45 2.22
C -0.42 -3.75 4.07
C -1.76 -5.12 1.76
C -2.34 -2.15 2.34
H 1.64 -5.98 -1.22
H 0.02 -5.33 -1.06
H 0.70 -6.31 0.23
H 3.85 -5.15 0.80
H 2.74 -5.25 2.15
H 3.61 -3.77 1.86
H 3.38 -3.45 -1.48
H 2.61 -1.97 -0.93
H 1.77 -3.04 -2.03
H 0.79 -1.93 1.41
H 0.36 -4.51 4.11
H -1.24 -4.09 4.70
H -0.02 -2.84 4.50
H -1.05 -5.93 1.88
H -2.08 -5.12 0.72
H -2.63 -5.35 2.37
H -1.91 -1.18 2.60
H -3.10 -2.38 3.09
H -2.84 -2.03 1.39
*
```

Output
**HOMO-LUMO gap**: 5.33 eV
**Max |F|**: 1.9 eV/A
**HOMO**: -3.3 eV

# 5
# C4H15N3O

A cluster of 2 separate species, C4H15N3O in total in a non-equilibrium geometry (ωB97M-V/def2-TZVPD, the OMol25 dataset).

```
! RIJCOSX wB97M-V def2-TZVPD def2/J DEFGRID3
* xyz 0 1
C -0.66 -1.17 -0.12
C -0.58 -0.90 -1.65
C -1.31 0.44 -2.02
N -0.77 1.77 -1.75
N 0.68 -1.47 0.34
C 0.83 -1.48 1.81
N 1.57 -0.29 2.38
H -1.15 -2.16 -0.03
H -1.28 -0.45 0.34
H -1.06 -1.68 -2.27
H 0.43 -0.82 -2.07
H -2.30 0.33 -1.63
H -1.37 0.34 -3.12
H 0.23 1.89 -1.54
H -1.03 1.99 -0.79
H 1.43 -0.90 -0.04
H -0.14 -1.50 2.39
H 1.54 -2.28 2.08
H 1.33 0.61 1.95
H 2.42 -0.34 1.82
H 0.20 2.29 1.99
H 0.48 3.35 0.85
O 0.52 2.42 1.09
*
```

Output
**HOMO-LUMO gap**: 9.11 eV
**Relative energy (zero: lowest compared OMol25 entry of this formula, charge and spin)**: 198.35 kJ/mol
**SMILES string**: NCCCNCN.O
**Max |F|**: 4.1 eV/A
**HOMO**: -8.6 eV

# 6
# C21H30N5O17

A cluster of 6 separate species, C21H30N5O17 in total (ωB97M-V/def2-TZVPD, the OMol25 dataset).

```
! RIJCOSX wB97M-V def2-TZVPD def2/J DEFGRID3
* xyz 1 1
C 4.94 1.71 1.62
C 3.61 2.46 1.61
O 2.95 2.34 2.86
C 2.70 1.98 0.43
N 1.54 1.25 0.87
N 1.41 -0.11 0.89
C 0.20 -0.38 1.41
N -0.29 -1.66 1.57
C 0.24 -2.38 2.42
O 0.67 -3.10 3.21
N -0.46 0.73 1.69
C 0.38 1.73 1.35
N 0.12 3.03 1.46
H 4.79 0.64 1.48
H 5.43 1.86 2.58
H 5.61 2.07 0.84
H 3.78 3.53 1.47
H 2.96 1.42 3.14
H 3.28 1.33 -0.23
H 2.35 2.81 -0.18
H 2.12 -0.75 0.56
H 0.52 3.72 0.84
H -0.43 3.35 2.24
C -3.52 1.18 3.99
C -3.67 1.31 2.48
O -4.80 2.17 2.36
C -4.91 2.90 3.49
O -5.64 3.83 3.64
O -4.07 2.43 4.44
H -2.50 1.08 4.32
H -4.12 0.36 4.39
H -2.81 1.79 2.02
H -3.85 0.36 1.98
C 0.62 4.73 -3.03
C 1.15 6.14 -3.26
O 1.42 6.59 -1.91
C 1.61 5.52 -1.14
O 2.00 5.52 -0.01
O 1.29 4.38 -1.79
H 0.90 4.06 -3.83
H -0.45 4.70 -2.85
H 2.08 6.14 -3.82
H 0.43 6.80 -3.72
C 2.87 0.34 -5.95
C 1.94 0.64 -7.11
O 1.39 1.91 -6.72
C 2.24 2.51 -5.88
O 2.17 3.65 -5.54
O 3.21 1.65 -5.48
H 3.76 -0.20 -6.22
H 2.36 -0.19 -5.14
H 2.47 0.77 -8.05
H 1.14 -0.08 -7.24
C -0.20 -5.90 1.50
C -0.05 -7.16 2.33
O -0.47 -8.17 1.40
C -0.31 -7.71 0.14
O -0.41 -8.35 -0.85
O -0.01 -6.38 0.17
H 0.54 -5.14 1.73
H -1.20 -5.47 1.58
H 0.98 -7.36 2.61
H -0.68 -7.19 3.21
C -4.67 -4.30 -0.06
C -3.97 -5.13 1.00
O -3.14 -4.15 1.65
C -3.69 -2.93 1.45
O -3.34 -1.93 2.00
O -4.68 -3.00 0.55
H -5.69 -4.62 -0.27
H -4.11 -4.25 -0.99
H -4.66 -5.54 1.74
H -3.36 -5.93 0.59
*
```

Output
**HOMO-LUMO gap**: 9.41 eV
**Max |F|**: 0.9 eV/A
**HOMO**: -12.4 eV

# 7
# C17H32CoN6O3P2

A structure of composition C17H32CoN6O3P2 (ωB97M-V/def2-TZVPD, the OMol25 dataset).

```
! RIJCOSX wB97M-V def2-TZVPD def2/J DEFGRID3
* xyz 2 4
Co 0.59 0.22 0.38
C 1.01 2.80 2.67
P -0.26 2.08 1.61
C -1.57 1.51 2.73
C -0.98 3.49 0.73
H 0.58 3.55 3.33
H 1.78 3.28 2.06
H 1.49 2.03 3.28
H -1.89 2.33 3.38
H -1.20 0.70 3.36
H -2.42 1.16 2.15
H -0.21 4.02 0.18
H -1.44 4.17 1.45
H -1.74 3.15 0.02
N 2.68 2.83 -4.94
C 2.94 2.38 -3.92
C 3.20 1.80 -2.63
C 4.49 1.58 -2.15
C 4.64 0.99 -0.91
C 3.51 0.63 -0.19
N 2.27 0.85 -0.65
C 2.12 1.42 -1.85
H 5.34 1.87 -2.74
H 5.62 0.80 -0.50
H 3.59 0.15 0.78
H 1.11 1.58 -2.20
N 3.15 -4.54 4.16
C 2.43 -3.45 3.91
N 1.88 -2.77 4.92
N 2.30 -3.09 2.63
C 1.68 -2.07 2.18
N 1.13 -1.19 1.64
H 3.29 -4.89 5.08
H 3.54 -5.03 3.37
H 1.98 -3.06 5.88
H 1.33 -1.95 4.74
C -2.88 -2.78 0.34
C -1.58 -2.84 -0.42
O -1.54 -1.83 -1.47
P -1.10 -0.34 -1.19
O -0.86 0.23 -2.65
C -0.36 -0.51 -3.81
C -1.15 -0.10 -5.02
O -2.34 0.48 -0.67
C -3.61 0.55 -1.40
C -4.71 0.82 -0.42
H -2.91 -3.59 1.07
H -3.72 -2.90 -0.34
H -2.99 -1.84 0.87
H -1.44 -3.78 -0.94
H -0.71 -2.68 0.23
H -0.45 -1.58 -3.61
H 0.70 -0.25 -3.91
H -2.20 -0.38 -4.92
H -0.75 -0.59 -5.90
H -1.09 0.98 -5.18
H -3.75 -0.40 -1.93
H -3.50 1.34 -2.14
H -4.78 0.03 0.33
H -5.66 0.86 -0.95
H -4.56 1.77 0.09
*
```

Output
**HOMO-LUMO gap (alpha / beta)**: 9.14 / 9.40 eV
**Max |F|**: 0.5 eV/A
**HOMO (alpha / beta)**: -14.6 / -15.5 eV

# 8
# C3H3FS

An isolated molecule of C3H3FS in a non-equilibrium geometry (ωB97M-V/def2-TZVPD, the OMol25 dataset).

```
! RIJCOSX wB97M-V def2-TZVPD def2/J DEFGRID3
* xyz 0 1
C 0.12 -0.27 0.28
C -0.80 -0.23 -0.65
C -1.64 -1.30 -0.75
F -1.43 -2.36 0.02
S -2.57 -1.60 -2.34
H 0.82 0.51 0.48
H 0.21 -1.19 0.87
H -0.92 0.49 -1.50
*
```

Output
**HOMO-LUMO gap (alpha / beta)**: 7.43 / 7.43 eV
**Relative energy (zero: lowest compared OMol25 entry of this formula, charge and spin)**: 101.17 kJ/mol
**SMILES string**: C=CC(F)=S
**Max |F|**: 8.7 eV/A
**HOMO (alpha / beta)**: -9.0 / -9.0 eV

# 9
# C4H13N

A cluster of 2 separate species, C4H13N in total in a non-equilibrium geometry (ωB97M-V/def2-TZVPD, the OMol25 dataset).

```
! RIJCOSX wB97M-V def2-TZVPD def2/J DEFGRID3
* xyz -1 2
C -0.71 1.88 1.91
C 0.53 1.66 2.80
H -1.34 1.00 2.04
H -0.35 2.01 0.90
H -1.25 2.75 2.28
H 1.00 0.73 2.44
H 1.29 2.43 2.63
H 0.34 1.48 3.85
C 1.24 -0.81 -1.53
N -0.11 -0.95 -2.08
C -1.01 -1.77 -1.33
H 1.50 -1.57 -0.79
H 1.99 -0.93 -2.31
H 1.40 0.18 -1.11
H -0.05 -1.21 -3.06
H -0.66 -2.77 -1.07
H -1.95 -1.92 -1.90
H -1.36 -1.22 -0.46
*
```

Output
**HOMO-LUMO gap (alpha / beta)**: 2.70 / 9.20 eV
**Relative energy (zero: lowest compared OMol25 entry of this formula, charge and spin)**: 45.04 kJ/mol
**Max |F|**: 1.7 eV/A
**HOMO (alpha / beta)**: 1.5 / -5.0 eV

# 10
# C31H49FKN13O3

A structure of composition C31H49FKN13O3 in a non-equilibrium geometry (ωB97M-V/def2-TZVPD, the OMol25 dataset).

```
! RIJCOSX wB97M-V def2-TZVPD def2/J DEFGRID3
* xyz 0 1
K -0.05 -0.23 -0.89
N 2.50 0.00 -0.13
C 2.87 1.39 0.17
C 2.16 2.37 -0.76
N 0.69 2.40 -0.65
C 0.23 3.04 0.57
C -1.20 2.66 0.92
N -1.32 1.21 1.06
C 0.11 2.99 -1.87
C -0.28 1.94 -2.91
N -1.53 1.26 -2.54
H 2.68 -0.17 -1.12
H 3.11 -0.63 0.38
H 2.63 1.60 1.22
H 3.94 1.59 0.05
H 2.58 3.38 -0.60
H 2.41 2.07 -1.78
H 0.88 2.70 1.39
H 0.32 4.14 0.51
H -1.48 3.22 1.83
H -1.88 2.99 0.14
H -0.76 0.88 1.84
H -2.28 0.94 1.22
H -0.79 3.55 -1.60
H 0.81 3.70 -2.32
H -0.34 2.43 -3.89
H 0.51 1.19 -2.98
H -2.33 1.80 -2.84
H -1.61 0.35 -2.99
C -4.56 -6.90 -1.45
C -3.04 -6.88 -1.27
N -2.56 -5.62 -0.70
C -2.20 -4.61 -1.57
C -1.76 -3.40 -1.20
C -1.26 -2.35 -2.20
O -2.11 -1.76 -2.90
O -0.03 -2.18 -2.11
C -1.62 -3.08 0.20
O -1.20 -2.02 0.64
C -2.06 -4.16 1.13
C -2.02 -3.93 2.49
C -2.47 -4.87 3.37
F -2.43 -4.58 4.71
C -2.98 -6.10 2.94
C -2.98 -6.34 1.58
C -2.54 -5.39 0.65
N -3.51 -7.11 3.79
C -3.16 -7.18 5.20
C -4.08 -6.38 6.11
N -5.52 -6.75 5.81
C -5.84 -6.59 4.35
C -4.89 -7.49 3.57
H -4.88 -7.84 -1.89
H -4.87 -6.09 -2.10
H -5.07 -6.77 -0.49
H -2.55 -7.01 -2.23
H -2.71 -7.70 -0.64
H -2.31 -4.86 -2.62
H -1.64 -2.97 2.85
H -3.33 -7.31 1.24
H -2.14 -6.84 5.36
H -3.20 -8.24 5.51
H -3.99 -5.31 5.93
H -3.90 -6.59 7.16
H -6.15 -6.20 6.39
H -5.66 -7.73 6.07
H -5.68 -5.55 4.10
H -6.89 -6.85 4.20
H -5.14 -7.42 2.51
H -5.04 -8.53 3.87
N 5.50 3.46 -4.74
C 5.10 2.38 -4.59
N 4.74 1.13 -4.48
C 3.79 0.65 -3.74
N 2.96 0.13 -3.10
C 1.41 2.58 6.65
C 1.04 3.23 5.33
N 0.31 2.25 4.54
C 0.80 0.96 4.38
N 0.50 0.33 3.30
C 0.97 -1.03 3.11
C 1.21 -1.75 4.43
C 2.10 -0.87 5.29
N 1.49 0.44 5.46
C 2.20 1.32 6.37
H 0.50 2.33 7.19
H 2.00 3.27 7.26
H 1.96 3.56 4.82
H 0.41 4.10 5.48
H -0.08 2.59 3.67
H 1.90 -1.00 2.53
H 0.25 -1.56 2.49
H 1.68 -2.72 4.27
H 0.26 -1.91 4.94
H 3.09 -0.79 4.83
H 2.23 -1.31 6.28
H 3.19 1.59 5.96
H 2.38 0.77 7.30
*
```

Output
**HOMO-LUMO gap**: 3.77 eV
**Relative energy (zero: lowest compared OMol25 entry of this formula, charge and spin)**: 291.80 kJ/mol
**Max |F|**: 1.5 eV/A
**HOMO**: -5.8 eV